1.
{
  "formula": "C29H22Br3N5O4W",
  "method": "the ωB97M-V functional and the def2-TZVPD basis",
  "orbital_gap_ha": [0.2236, 0.2182],
  "e_above_lowest_ev": 0.292,
  "charge": 2,
  "lumo_ha": [-0.269, -0.275],
  "elements": ["W", "O", "C", "C", "C", "C", "C", "C", "C", "O", "N", "N", "C", "C", "C", "C", "C", "C", "N", "H", "H", "H", "H", "H", "H", "H", "H", "H", "H", "O", "C", "C", "C", "N", "C", "Br", "C", "H", "H", "H", "H", "C", "C", "C", "C", "C", "C", "Br", "C", "C", "Br", "C", "O", "C", "N", "H", "H", "H", "H", "H", "H", "C", "H", "H"],
  "positions_angstrom": [[0.511914, 0.982519, 0.365110], [-1.126703, -3.111323, -2.806032], [-1.346411, -3.526322, -1.548409], [-1.638676, -4.876817, -1.375359], [-1.869805, -5.378336, -0.113902], [-1.811621, -4.557333, 1.021858], [-1.510874, -3.229851, 0.867310], [-1.272906, -2.689470, -0.414449], [-0.871152, -1.312398, -0.522460], [-0.604639, -0.621147, 0.568043], [-0.683871, -0.696880, -1.673576], [-0.150825, 0.529830, -1.412513], [-0.039633, 1.420783, -2.461708], [0.362352, 2.663160, -2.140685], [0.365726, 3.787009, -3.031670], [0.436424, 5.033406, -2.546910], [0.558799, 5.235796, -1.117050], [0.719466, 4.214087, -0.282570], [0.773675, 2.856467, -0.757991], [-0.999860, -2.147825, -2.822485], [-1.686389, -5.507762, -2.253908], [-2.105462, -6.429023, -0.001978], [-2.005097, -4.965983, 2.004920], [-1.454297, -2.575537, 1.728231], [-0.334644, 1.112913, -3.455157], [0.245929, 3.586241, -4.089360], [0.399435, 5.889171, -3.207460], [0.573082, 6.236527, -0.706365], [0.921788, 4.334822, 0.767483], [-4.929753, 4.065385, 1.443450], [-3.821329, 3.375310, 1.214787], [-3.688221, 2.405893, 0.220864], [-2.483887, 1.775037, 0.076631], [-1.405460, 2.033240, 0.847434], [-1.568986, 2.959068, 1.821452], [-0.116347, 3.269909, 2.965876], [-2.727597, 3.647768, 2.036704], [-5.653209, 3.812749, 0.852780], [-4.512994, 2.141354, -0.428533], [-2.365448, 1.016161, -0.680225], [-2.810294, 4.376407, 2.830862], [2.394106, -0.875160, -2.258840], [2.372394, -1.480440, -0.888706], [2.824938, -2.809910, -0.735706], [2.833189, -3.420961, 0.480203], [2.404918, -2.703952, 1.622309], [2.368249, -3.202642, 2.949401], [2.910279, -4.961156, 3.304852], [1.932632, -2.423340, 3.982605], [1.499304, -1.107570, 3.737342], [0.875993, -0.050135, 5.146823], [1.523117, -0.610157, 2.468792], [1.080288, 0.629673, 2.125587], [1.978434, -1.395890, 1.398694], [1.933957, -0.794898, 0.157311], [3.338116, -1.121683, -2.744034], [2.287240, 0.201294, -2.235587], [1.595688, -1.301230, -2.872058], [3.159825, -3.336644, -1.619628], [3.168138, -4.445401, 0.582070], [1.909735, -2.811935, 4.991370], [2.064081, 2.149252, -0.433708], [2.696958, 2.051054, -1.301231], [2.576196, 2.686854, 0.359099]],
  "forces_ev_per_a": [[0.010, 1.018, -0.051], [-0.009, 0.072, 0.084], [-0.008, 0.071, -0.039], [-0.030, -0.115, 0.043], [-0.013, -0.022, 0.040], [-0.012, -0.048, -0.032], [0.034, 0.006, -0.022], [-0.055, 0.003, 0.013], [0.033, -0.172, -0.115], [0.043, -0.389, -0.330], [-0.060, 0.093, -0.118], [-0.322, -0.163, -0.021], [0.011, -0.091, -0.055], [-0.043, 0.121, 0.048], [0.013, -0.027, -0.142], [0.019, 0.134, 0.107], [-0.023, 0.131, -0.153], [-0.002, -0.072, 0.072], [0.378, -0.152, -0.231], [-0.003, -0.016, -0.018], [0.000, 0.032, 0.042], [0.004, 0.016, 0.006], [0.012, 0.007, -0.057], [0.007, -0.008, -0.025], [0.084, -0.063, 0.013], [0.012, 0.014, 0.049], [0.003, -0.021, 0.040], [-0.011, -0.017, -0.036], [-0.011, -0.046, 0.067], [0.068, -0.099, -0.050], [-0.244, 0.192, 0.072], [-0.089, -0.050, -0.084], [0.014, -0.079, 0.012], [0.352, 0.163, 0.487], [0.183, -0.269, -0.115], [0.023, 0.120, 0.084], [-0.104, 0.090, 0.071], [0.019, 0.014, 0.023], [0.028, 0.015, 0.015], [0.001, -0.026, -0.035], [0.006, -0.021, -0.030], [0.091, -0.138, 0.004], [-0.034, 0.066, -0.171], [0.056, -0.026, -0.109], [-0.015, -0.077, 0.078], [0.194, -0.156, -0.288], [0.032, -0.084, 0.013], [0.028, -0.069, -0.003], [-0.015, 0.041, 0.041], [-0.042, 0.041, 0.288], [-0.012, 0.015, 0.034], [-0.001, 0.239, -0.200], [-0.232, -0.345, 0.613], [-0.027, 0.175, 0.023], [-0.104, 0.148, 0.368], [0.005, 0.001, 0.003], [0.019, 0.005, -0.028], [0.060, 0.011, 0.053], [0.003, 0.023, 0.025], [-0.009, 0.031, -0.003], [-0.004, 0.023, -0.017], [-0.469, 0.038, -0.551], [0.117, -0.286, -0.097], [0.045, -0.021, 0.293]]
}

***

2.
{
  "formula": "C29H22BrIrN5O3S",
  "method": "the ωB97M-V functional and the def2-TZVPD basis",
  "orbital_gap_ha": [0.2190, 0.2190],
  "e_above_lowest_ev": 4.941,
  "charge": 1,
  "lumo_ha": [-0.148, -0.148],
  "elements": ["Ir", "Br", "C", "C", "C", "C", "O", "C", "C", "N", "C", "C", "C", "C", "C", "C", "C", "C", "N", "C", "C", "H", "H", "H", "H", "H", "H", "H", "H", "H", "H", "O", "C", "O", "C", "C", "C", "C", "C", "N", "H", "H", "H", "H", "N", "C", "S", "N", "C", "C", "C", "C", "C", "C", "H", "H", "H", "H", "H", "H", "H", "H"],
  "positions_angstrom": [[-0.456837, -0.451939, 0.512784], [0.061714, -0.730359, 7.819256], [0.336868, -0.572322, 5.953941], [1.233557, 0.389132, 5.457304], [1.458377, 0.473591, 4.115830], [0.831169, -0.400720, 3.180277], [1.126236, -0.280709, 1.949980], [-0.100609, -1.370948, 3.713511], [-0.824920, -2.272296, 2.898283], [-0.745393, -2.349620, 1.602207], [-1.279772, -3.374419, 0.867615], [-1.452585, -4.672072, 1.339269], [-1.925519, -5.675622, 0.492346], [-2.232141, -5.420091, -0.821666], [-2.041360, -4.131114, -1.354582], [-2.281452, -3.800047, -2.704206], [-2.028921, -2.524629, -3.142630], [-1.494529, -1.594468, -2.248529], [-1.273553, -1.874105, -0.980877], [-1.546996, -3.106795, -0.505773], [-0.323221, -1.418484, 5.097655], [1.730494, 1.060380, 6.140063], [2.135182, 1.210917, 3.706965], [-1.543980, -2.910635, 3.416508], [-1.194345, -4.916547, 2.359000], [-2.042306, -6.678416, 0.875726], [-2.611655, -6.194117, -1.470211], [-2.650364, -4.559893, -3.376930], [-2.201866, -2.228947, -4.165184], [-1.218692, -0.606855, -2.586725], [-1.027094, -2.139087, 5.491092], [-3.745735, 0.543396, 2.766832], [-2.786699, 0.692027, 2.042187], [-1.564298, 0.465393, 2.276673], [-3.018779, 1.265602, 0.625123], [-4.212105, 1.910620, 0.347187], [-4.365003, 2.505568, -0.892341], [-3.310979, 2.439225, -1.793784], [-2.164243, 1.747561, -1.440282], [-2.025007, 1.164082, -0.254008], [-4.973521, 1.928365, 1.110579], [-5.281276, 3.015599, -1.145403], [-3.368186, 2.915356, -2.758162], [-1.330649, 1.670563, -2.126041], [1.953974, 1.975140, -0.351421], [2.224586, 1.116967, -1.337152], [1.415772, -0.370259, -1.414663], [3.103714, 1.373088, -2.310650], [3.838568, 2.530283, -2.632650], [3.405992, 3.819678, -2.342625], [4.172115, 4.902317, -2.742825], [5.355081, 4.712068, -3.435196], [5.767120, 3.428535, -3.754463], [5.014955, 2.342903, -3.354325], [1.401804, 1.615622, 0.420124], [2.550152, 2.769588, -0.175868], [3.293161, 0.581304, -2.915247], [2.459366, 3.992076, -1.854985], [3.827299, 5.901466, -2.524599], [5.945616, 5.559456, -3.744222], [6.669949, 3.267320, -4.321660], [5.331770, 1.340329, -3.598431]],
  "forces_ev_per_a": [[-0.430, -0.661, 0.919], [-0.005, 0.073, -0.056], [-0.018, -0.126, -0.025], [-0.388, -0.416, 0.345], [-0.046, -0.449, -0.911], [-0.693, -0.232, 2.809], [-0.571, 0.902, -2.999], [0.733, 0.826, -0.387], [-0.047, -0.021, 0.024], [0.912, 2.191, 0.213], [-0.412, -1.523, -0.742], [0.165, 0.931, -0.118], [-0.344, -0.226, -0.542], [0.035, -0.063, 0.313], [0.176, 0.384, 0.231], [0.024, 0.337, 0.027], [0.065, -0.431, -0.027], [-0.030, 0.045, 0.031], [-0.233, 1.883, 0.332], [-0.117, -0.829, 0.498], [0.105, 0.165, 0.321], [0.038, 0.059, 0.077], [0.039, 0.035, 0.026], [0.272, -0.304, -0.097], [0.086, 0.009, 0.042], [-0.024, -0.034, 0.063], [0.026, -0.144, -0.030], [-0.085, -0.044, -0.065], [0.007, -0.019, -0.073], [-0.091, 0.076, 0.068], [-0.025, -0.038, 0.042], [0.309, 0.085, 0.181], [-1.726, 0.335, -1.394], [2.111, -1.628, -0.856], [-0.329, -0.157, 1.008], [0.201, -0.008, -0.309], [0.117, -0.068, 0.066], [0.074, -0.106, 0.095], [-0.027, 0.198, -0.448], [1.426, -0.660, 0.135], [-0.030, -0.020, 0.069], [-0.061, 0.088, -0.059], [-0.002, 0.026, -0.133], [0.057, -0.020, 0.008], [0.225, 0.023, -0.123], [-0.193, 0.426, 0.495], [-1.295, -0.946, 0.842], [-0.186, -0.521, -0.011], [0.343, 0.562, -0.074], [-0.088, -0.192, 0.034], [0.079, 0.021, 0.003], [-0.006, 0.086, -0.040], [-0.056, -0.017, 0.016], [-0.136, -0.050, 0.155], [0.112, 0.032, -0.032], [0.017, -0.020, -0.040], [-0.179, 0.111, 0.129], [-0.101, 0.025, 0.022], [-0.015, 0.076, 0.036], [0.044, 0.102, -0.027], [0.112, 0.004, -0.028], [0.077, -0.142, -0.031]]
}

***

3.
{
  "formula": "C29H22Cl2F7LuN5O7S2",
  "method": "the ωB97M-V functional and the def2-TZVPD basis",
  "orbital_gap_ha": 0.2662,
  "e_above_lowest_ev": 0.000,
  "charge": 1,
  "lumo_ha": -0.124,
  "elements": ["Lu", "F", "C", "F", "F", "S", "O", "O", "N", "S", "O", "O", "C", "F", "F", "F", "C", "C", "C", "C", "C", "C", "C", "F", "C", "C", "C", "O", "C", "C", "N", "C", "C", "O", "O", "H", "H", "H", "H", "H", "H", "H", "H", "H", "H", "H", "N", "C", "C", "C", "C", "C", "C", "N", "C", "C", "C", "C", "N", "C", "C", "H", "H", "H", "H", "H", "H", "H", "H", "H", "Cl", "C", "Cl", "H", "H"],
  "positions_angstrom": [[9.961561, 13.255178, 15.591355], [5.542383, 16.760930, 15.923347], [5.707793, 16.163324, 14.742857], [5.220396, 16.915106, 13.764335], [5.099279, 14.937973, 14.791339], [7.566525, 15.890508, 14.313029], [8.205577, 15.190790, 15.467212], [8.007650, 17.219217, 14.026114], [7.369491, 14.930717, 13.052383], [8.273871, 13.726151, 12.771888], [9.620675, 13.846441, 13.455618], [8.237359, 13.512801, 11.373173], [7.414039, 12.260433, 13.532752], [7.683083, 11.149711, 12.861114], [7.867044, 12.090407, 14.853886], [6.076455, 12.375573, 13.613678], [15.528723, 7.602315, 14.660635], [14.443346, 7.423766, 13.573064], [15.109453, 6.998605, 12.261847], [14.079858, 6.594168, 11.198277], [12.970571, 7.598850, 11.095697], [12.131092, 7.516291, 9.956692], [10.984217, 8.309574, 9.919990], [10.111501, 8.238826, 8.874797], [10.742322, 9.200956, 10.954652], [11.629488, 9.338734, 12.020292], [11.295394, 10.264173, 13.044487], [10.283890, 10.986428, 12.921285], [12.122874, 10.344310, 14.232696], [13.220814, 9.517990, 14.274494], [13.520323, 8.554146, 13.308003], [12.745350, 8.509208, 12.130863], [11.528675, 11.373940, 15.170471], [10.475362, 11.119756, 15.859096], [11.919153, 12.617959, 15.049990], [15.985959, 6.619228, 14.848811], [15.170996, 7.988823, 15.593180], [16.348613, 8.249441, 14.361326], [13.780542, 6.635064, 13.941797], [15.748799, 6.120696, 12.518316], [15.773234, 7.774301, 11.876101], [13.673228, 5.578400, 11.377402], [14.607129, 6.462355, 10.234889], [12.350512, 6.746802, 9.232176], [9.815119, 9.804588, 11.018814], [13.942580, 9.521474, 15.094707], [10.027371, 12.655820, 23.216602], [10.685125, 12.920963, 24.438982], [10.359409, 12.738166, 25.762017], [11.301708, 13.084165, 26.749517], [12.478425, 13.724878, 26.402557], [12.840665, 13.873792, 25.055961], [11.945012, 13.489571, 24.048790], [12.015138, 13.574150, 22.673217], [10.859888, 13.071749, 22.227564], [10.523356, 12.944379, 20.835505], [9.229417, 12.699461, 20.332279], [9.052514, 12.652935, 18.956485], [10.023270, 12.854686, 18.044650], [11.264941, 13.155651, 18.555138], [11.570144, 13.141959, 19.905184], [9.109154, 12.237724, 23.156888], [9.401470, 12.322114, 26.034832], [11.075420, 12.812947, 27.796927], [13.131855, 14.118716, 27.167630], [13.824478, 14.246411, 24.794887], [8.379941, 12.540327, 20.939067], [8.056748, 12.385045, 18.607513], [12.045694, 13.383926, 17.830916], [12.603156, 13.359474, 20.180351], [11.209465, 15.622604, 16.113652], [10.446774, 17.210907, 16.802510], [9.501540, 16.905613, 18.205246], [9.785233, 17.524234, 15.974207], [11.287215, 17.876633, 17.007204]],
  "forces_ev_per_a": [[-1.144, 0.441, 0.177], [0.284, -0.242, -0.687], [0.412, -1.200, -0.027], [-0.065, -0.537, 0.609], [0.503, 1.488, -0.156], [-1.300, -0.311, 0.986], [-0.254, -0.011, -0.738], [0.458, -0.485, 0.034], [-0.247, 1.472, 1.567], [1.456, 0.689, -1.080], [-1.965, -0.849, -0.251], [0.539, -0.906, 0.178], [-1.010, -1.644, -0.033], [-0.139, 0.959, 0.628], [0.157, 0.379, -0.438], [1.504, 0.434, -0.073], [0.023, -0.059, -0.691], [0.491, -0.079, 0.274], [-0.082, -1.204, 0.293], [0.811, -0.521, -0.242], [-0.108, -0.815, -1.095], [0.049, 0.434, 1.573], [0.028, 0.434, 0.063], [0.727, -0.100, 0.861], [-0.983, 0.291, -0.533], [0.296, -1.058, -0.816], [-1.859, 1.711, 0.801], [0.748, -0.108, 0.530], [0.384, -0.675, -0.446], [0.266, -0.906, -0.217], [-0.304, 1.882, 0.616], [-0.164, -0.172, 0.190], [0.136, 0.130, -0.355], [1.499, 0.319, -1.055], [-0.236, -1.289, 0.552], [-0.345, 0.263, -0.050], [-0.381, -0.001, 0.595], [-0.014, 0.211, -0.334], [0.102, -0.264, -0.221], [-0.366, 0.613, -0.314], [-0.111, 0.162, 0.154], [0.049, 0.526, 0.299], [-0.286, 0.330, 0.281], [-0.092, 0.133, -0.262], [0.790, -0.403, -0.380], [-0.458, 0.051, -0.181], [0.169, 0.251, 1.875], [0.937, 0.575, -1.415], [0.100, -0.326, 0.895], [-1.444, -0.432, -0.097], [0.623, 0.015, -1.088], [-0.015, 0.085, 0.223], [-1.134, -0.498, 0.618], [-1.010, -0.624, -0.499], [1.154, 0.289, 1.149], [0.258, 0.264, -1.271], [1.782, 0.199, -0.774], [-0.024, -0.355, -0.096], [0.490, 1.178, 0.747], [-0.782, -0.610, -0.068], [-0.519, 0.271, -0.719], [0.286, 0.115, -0.224], [-0.029, -0.175, 0.144], [0.119, 0.513, -0.692], [0.161, -0.261, 0.032], [-0.162, 0.227, -0.014], [-0.652, -0.092, 0.676], [0.211, 0.202, -0.282], [-0.132, -0.139, 0.086], [-0.502, -0.116, 0.332], [0.435, 0.862, 0.351], [-0.494, -0.438, -1.181], [-0.049, -0.116, 0.380], [0.551, -0.024, 0.473], [-0.127, -0.351, -0.146]]
}

***

> What is the formula in the first record?

C29H22Br3N5O4W